[1]
The following is a DFT calculation (ωB97M-V/def2-TZVPD) of a cluster of 2 separate species, C10H24SSi in total.

Output
- DFT total energy: -29468.994 eV
- Relative energy (zero: lowest compared OMol25 entry of this formula, charge and spin): 0.0 kcal/mol
- HOMO level: -7.27 eV

ORCA input file:
```
! RIJCOSX wB97M-V def2-TZVPD def2/J DEFGRID3
* xyz 0 1
C 2.763 -0.769 -1.171
C 2.982 -0.098 1.248
C -0.898 0.915 -2.327
C -2.739 -0.181 -0.955
C -2.012 0.565 2.322
C -0.889 2.371 0.954
C 0.639 -3.500 0.693
C 2.446 0.214 -0.059
C -1.245 -0.235 -1.384
C -0.749 1.003 1.638
Si -0.236 -0.211 0.248
S -0.516 -2.181 1.136
H 3.709 -0.618 -1.629
H 2.757 -1.909 -0.913
H 2.234 -0.696 -2.118
H 3.071 -1.269 1.184
H 2.317 0.247 2.045
H 4.003 0.303 1.245
H -1.727 1.074 -3.167
H -0.806 1.790 -1.710
H 0.081 0.728 -2.868
H -2.953 0.492 -0.116
H -3.145 -1.103 -0.578
H -3.229 0.111 -1.940
H -2.839 0.475 1.542
H -1.901 -0.359 2.880
H -2.256 1.370 3.163
H -0.954 3.225 1.691
H -1.873 2.319 0.428
H 0.106 2.680 0.319
H 0.965 -3.753 1.758
H 1.600 -3.159 0.269
H 0.259 -4.387 0.213
H 2.447 1.267 -0.275
H -1.124 -1.275 -1.748
H 0.206 1.216 2.179
*
```

---

[2]
The following is a DFT calculation (ωB97M-V/def2-TZVPD) of a structure of composition C7H21B3F2NO8Tl.

Output
- DFT total energy: -37603.517 eV
- HOMO level: -8.84 eV

ORCA input file:
```
! RIJCOSX wB97M-V def2-TZVPD def2/J DEFGRID3
* xyz 0 1
Tl -2.014 0.535 0.917
B -6.340 -1.849 0.498
H -6.079 -1.893 1.544
H -6.588 -0.817 0.304
H -5.517 -2.250 -0.074
H -7.191 -2.504 0.395
B -3.999 4.903 2.316
H -4.069 4.569 1.292
H -2.961 4.857 2.605
H -4.455 5.870 2.462
H -4.561 4.239 2.955
B -1.442 -4.649 0.958
H -1.665 -5.697 1.088
H -0.422 -4.354 1.151
H -1.721 -4.248 -0.004
H -2.020 -4.098 1.683
C 5.704 7.071 2.184
C 6.463 5.822 2.729
O 5.542 4.722 2.552
C 4.441 5.126 2.025
O 3.459 4.362 1.781
O 4.513 6.462 1.731
F 6.790 5.922 4.093
H 6.192 7.450 1.286
H 5.639 7.862 2.932
H 7.324 5.468 2.163
C -2.332 -5.104 -6.739
C -3.499 -4.330 -7.239
O -3.784 -3.399 -6.196
C -2.640 -3.137 -5.591
O -2.339 -2.113 -4.919
O -1.761 -4.145 -5.867
F -4.654 -4.968 -7.408
H -1.842 -5.469 -7.642
H -2.525 -5.987 -6.129
H -3.156 -3.729 -8.081
C 5.272 -1.693 2.774
N 4.186 -1.376 3.744
O 4.512 -1.069 4.892
O 3.026 -1.284 3.365
H 4.839 -2.206 1.915
H 6.173 -2.174 3.155
H 5.503 -0.697 2.398
*
```

---

[3]
The following is a DFT calculation (ωB97M-V/def2-TZVPD) of a structure of composition C37H41BrCoGeIN4O4S.

Output
- DFT total energy: -236308.058 eV
- Relative energy (zero: lowest compared OMol25 entry of this formula, charge and spin): 6.0 kcal/mol
- HOMO level (spin up / spin down): -8.08 / -8.08 eV

ORCA input file:
```
! RIJCOSX wB97M-V def2-TZVPD def2/J DEFGRID3
* xyz 0 1
Co 1.257 -1.131 -1.787
N 1.103 -1.057 -3.770
C 0.083 -1.963 -4.320
C -0.956 -2.145 -3.235
N -0.273 -2.429 -1.954
C 0.190 -3.837 -1.810
C 1.572 -4.052 -2.422
N 2.445 -2.919 -2.072
H 0.821 -0.087 -3.910
H 2.003 -1.164 -4.224
H 0.545 -2.908 -4.584
H -0.381 -1.566 -5.226
H -1.680 -2.925 -3.487
H -1.485 -1.199 -3.133
H -0.923 -2.246 -1.191
H -0.537 -4.528 -2.245
H 0.253 -4.025 -0.744
H 1.527 -4.131 -3.505
H 1.962 -5.003 -2.050
H 3.218 -2.838 -2.724
H 2.866 -3.081 -1.153
C 2.819 -0.525 6.804
C 2.565 -0.961 5.387
C 3.022 -2.192 4.926
C 2.818 -2.586 3.613
C 2.134 -1.742 2.750
C 1.675 -0.510 3.186
C 1.894 -0.126 4.498
S 1.815 -2.305 1.104
O 0.498 -2.922 1.095
O 2.910 -3.225 0.809
N 1.786 -1.032 0.170
C 3.008 -0.207 0.292
C 3.477 0.317 -1.050
O 4.494 0.965 -1.164
O 2.678 0.031 -2.043
H 2.981 -1.381 7.458
H 1.981 0.053 7.193
H 3.708 0.107 6.857
H 3.551 -2.852 5.604
H 3.188 -3.535 3.251
H 1.162 0.141 2.493
H 1.536 0.839 4.840
H 3.842 -0.751 0.742
H 2.822 0.674 0.911
C 1.963 3.905 1.556
C 1.194 2.835 1.998
C 0.630 1.968 1.076
C 0.816 2.142 -0.298
C 1.576 3.228 -0.723
C 2.147 4.101 0.197
Ge -0.047 0.851 -1.496
C -1.946 0.911 -0.890
C -2.923 -0.036 -1.207
C -4.251 0.118 -0.830
C -4.645 1.244 -0.125
C -3.701 2.205 0.195
C -2.373 2.038 -0.179
C -0.148 1.706 -3.284
C 1.026 2.076 -3.959
C 0.974 2.643 -5.227
C -0.250 2.843 -5.851
C -1.420 2.483 -5.199
C -1.367 1.923 -3.928
H 2.411 4.585 2.269
H 1.040 2.678 3.060
H 0.007 1.147 1.418
H 1.735 3.404 -1.777
H 2.744 4.933 -0.153
H -2.671 -0.938 -1.747
H -4.974 -0.646 -1.085
H -5.678 1.367 0.177
H -3.994 3.092 0.744
H -1.664 2.814 0.075
H 1.989 1.898 -3.493
H 1.891 2.929 -5.727
H -0.291 3.281 -6.840
H -2.378 2.647 -5.678
H -2.292 1.667 -3.422
Br -5.251 -2.147 1.750
C -4.666 -0.627 2.715
C -5.639 0.165 3.309
C -5.272 1.301 4.011
C -3.932 1.644 4.119
C -2.967 0.849 3.525
C -3.321 -0.296 2.816
I -1.783 -1.417 1.971
H -6.679 -0.115 3.219
H -6.035 1.915 4.471
H -3.636 2.533 4.660
H -1.921 1.115 3.604
*
```

---

[4]
The following is a DFT calculation (ωB97M-V/def2-TZVPD) of a structure of composition C10H13NPSSn.

Output
- DFT total energy: -38020.652 eV
- HOMO level (spin up / spin down): -0.96 / -0.94 eV

ORCA input file:
```
! RIJCOSX wB97M-V def2-TZVPD def2/J DEFGRID3
* xyz -1 1
C -2.542 -1.274 -1.150
C -3.544 -0.539 -1.694
C -3.840 0.821 -1.405
C -3.277 1.790 -0.516
C -2.072 1.745 0.076
Sn -1.188 0.241 -0.958
P 0.745 -1.769 -1.737
H -2.379 -2.334 -1.358
H -4.240 -0.966 -2.439
H -4.793 1.154 -1.853
H -1.668 2.548 0.687
H -3.980 2.611 -0.327
H 1.907 -1.352 -2.454
H 0.293 -2.807 -2.607
H 1.352 -2.568 -0.718
S -0.438 -0.721 1.411
C 1.162 -0.214 1.562
N 1.471 1.131 1.485
C 2.759 1.594 1.404
C 3.806 0.695 1.456
C 3.536 -0.665 1.665
C 2.221 -1.107 1.745
H 0.694 1.790 1.420
H 2.872 2.675 1.293
H 4.823 1.053 1.351
H 4.358 -1.381 1.760
H 1.961 -2.153 1.902
*
```

---

[5]
The following is a DFT calculation (ωB97M-V/def2-TZVPD) of a structure of composition C29H46I2N2O18.

Output
- DFT total energy: -86853.814 eV
- HOMO level: -8.50 eV

ORCA input file:
```
! RIJCOSX wB97M-V def2-TZVPD def2/J DEFGRID3
* xyz 0 1
C 3.993 -3.435 2.200
C 2.657 -2.795 2.552
O 2.321 -1.713 1.713
C 1.892 -2.087 0.430
C 0.728 -1.233 -0.047
O -0.517 -1.893 0.172
C -1.447 -1.234 1.027
C -0.897 -1.124 2.448
N -0.536 -2.410 3.050
C -1.881 0.123 0.445
C -1.781 1.323 1.361
O -0.433 1.730 1.561
C -2.632 -2.193 1.049
C -3.880 -1.629 1.643
C -5.127 -1.706 0.800
N -3.911 -1.142 2.806
C 0.872 -1.140 -1.535
I 0.576 -2.950 -2.577
C 1.184 -0.025 -2.150
C 1.368 1.262 -1.422
I 1.471 0.179 -4.235
H 4.462 -3.767 3.110
H 3.826 -4.333 1.629
H 4.629 -2.752 1.671
H 2.631 -2.442 3.565
H 1.886 -3.553 2.496
H 1.634 -3.137 0.369
H 2.704 -1.925 -0.273
H 0.769 -0.248 0.391
H -0.014 -0.508 2.462
H -1.610 -0.654 3.094
H -1.312 -2.731 3.612
H -0.391 -3.117 2.341
H -2.903 0.093 0.098
H -1.293 0.357 -0.427
H -2.258 1.171 2.313
H -2.299 2.140 0.876
H -0.304 2.595 1.166
H -2.372 -3.135 1.505
H -2.841 -2.408 0.013
H -5.506 -0.726 0.560
H -5.015 -2.340 -0.061
H -5.874 -2.173 1.425
H -4.844 -0.811 3.036
H 0.450 1.566 -0.943
H 1.716 2.054 -2.059
H 2.106 1.126 -0.648
C -2.465 5.171 -0.459
C -1.443 5.840 -1.352
O -0.273 5.850 -0.509
C -0.402 4.861 0.395
O 0.458 4.497 1.138
O -1.638 4.336 0.368
H -3.182 4.575 -1.006
H -2.995 5.880 0.180
H -1.227 5.262 -2.249
H -1.717 6.852 -1.635
C -1.340 1.589 -7.722
C -2.647 0.919 -7.354
O -2.889 1.438 -6.043
C -2.226 2.605 -5.922
O -2.359 3.363 -5.017
O -1.394 2.804 -6.967
H -1.255 1.795 -8.785
H -0.472 1.014 -7.399
H -3.468 1.217 -8.008
H -2.584 -0.165 -7.333
C 3.118 5.112 -0.538
C 4.188 6.109 -0.929
O 4.963 5.373 -1.883
C 4.183 4.405 -2.417
O 4.498 3.722 -3.339
O 3.009 4.310 -1.730
H 2.173 5.574 -0.294
H 3.425 4.473 0.292
H 3.779 6.995 -1.417
H 4.810 6.420 -0.094
C 8.782 -0.694 1.745
C 7.274 -0.605 1.866
O 6.919 -1.941 2.235
C 7.998 -2.524 2.817
O 7.981 -3.567 3.379
O 9.099 -1.744 2.664
H 9.291 0.225 2.024
H 9.105 -0.992 0.746
H 6.956 0.074 2.659
H 6.785 -0.322 0.938
C -5.558 -5.477 2.748
C -6.868 -6.055 3.242
O -7.796 -5.586 2.260
C -7.114 -5.331 1.115
O -7.615 -5.084 0.070
O -5.774 -5.394 1.334
H -4.701 -6.108 2.965
H -5.369 -4.473 3.135
H -6.872 -7.146 3.238
H -7.147 -5.702 4.231
*
```

---

[6]
The following is a DFT calculation (ωB97M-V/def2-TZVPD) of an isolated molecule of C21H31N3O3.

Output
- DFT total energy: -32894.251 eV
- Relative energy (zero: lowest compared OMol25 entry of this formula, charge and spin): 25.7 kcal/mol
- HOMO level: -8.24 eV
- SMILES: COCCN1Cc2cccc(C(=O)NC[C@H]3CCN(CC(C)C)C3)c2C1=O

ORCA input file:
```
! RIJCOSX wB97M-V def2-TZVPD def2/J DEFGRID3
* xyz 0 1
C -3.489 -1.126 -2.887
O -4.284 -0.724 -1.791
C -4.354 -1.654 -0.746
C -3.032 -1.821 0.032
N -2.436 -0.558 0.364
C -3.038 0.378 1.274
C -2.068 1.516 1.251
C -2.131 2.686 1.977
C -1.121 3.617 1.798
C -0.091 3.358 0.914
C -0.007 2.180 0.170
C 1.206 2.106 -0.724
O 1.974 3.057 -0.788
N 1.370 0.977 -1.419
C 2.503 0.740 -2.274
C 3.526 -0.215 -1.640
C 4.239 0.425 -0.432
C 4.087 -0.602 0.687
N 2.827 -1.245 0.374
C 2.502 -2.409 1.169
C 0.985 -2.531 1.366
C 0.626 -3.886 1.967
C 0.498 -1.394 2.258
C 2.873 -1.480 -1.057
C -1.030 1.239 0.350
C -1.310 -0.098 -0.225
O -0.691 -0.743 -1.065
H -3.644 -0.376 -3.660
H -3.807 -2.106 -3.261
H -2.426 -1.163 -2.632
H -4.664 -2.643 -1.118
H -5.133 -1.273 -0.079
H -2.299 -2.360 -0.575
H -3.230 -2.393 0.944
H -4.028 0.689 0.921
H -3.148 -0.058 2.274
H -2.946 2.867 2.662
H -1.136 4.545 2.348
H 0.700 4.079 0.768
H 0.709 0.211 -1.311
H 2.141 0.313 -3.215
H 2.981 1.702 -2.476
H 4.246 -0.486 -2.417
H 3.738 1.352 -0.158
H 5.284 0.649 -0.641
H 4.039 -0.145 1.677
H 4.930 -1.318 0.672
H 2.896 -3.333 0.709
H 2.972 -2.302 2.151
H 0.506 -2.436 0.387
H 1.117 -4.016 2.930
H 0.940 -4.695 1.311
H -0.448 -3.965 2.117
H 0.922 -1.488 3.256
H -0.587 -1.406 2.346
H 0.808 -0.440 1.839
H 1.870 -1.656 -1.446
H 3.492 -2.367 -1.294
*
```

---

Repeat the sixth record exactly.
The following is a DFT calculation (ωB97M-V/def2-TZVPD) of an isolated molecule of C21H31N3O3.

Output
- DFT total energy: -32894.251 eV
- Relative energy (zero: lowest compared OMol25 entry of this formula, charge and spin): 25.7 kcal/mol
- HOMO level: -8.24 eV
- SMILES: COCCN1Cc2cccc(C(=O)NC[C@H]3CCN(CC(C)C)C3)c2C1=O

ORCA input file:
```
! RIJCOSX wB97M-V def2-TZVPD def2/J DEFGRID3
* xyz 0 1
C -3.489 -1.126 -2.887
O -4.284 -0.724 -1.791
C -4.354 -1.654 -0.746
C -3.032 -1.821 0.032
N -2.436 -0.558 0.364
C -3.038 0.378 1.274
C -2.068 1.516 1.251
C -2.131 2.686 1.977
C -1.121 3.617 1.798
C -0.091 3.358 0.914
C -0.007 2.180 0.170
C 1.206 2.106 -0.724
O 1.974 3.057 -0.788
N 1.370 0.977 -1.419
C 2.503 0.740 -2.274
C 3.526 -0.215 -1.640
C 4.239 0.425 -0.432
C 4.087 -0.602 0.687
N 2.827 -1.245 0.374
C 2.502 -2.409 1.169
C 0.985 -2.531 1.366
C 0.626 -3.886 1.967
C 0.498 -1.394 2.258
C 2.873 -1.480 -1.057
C -1.030 1.239 0.350
C -1.310 -0.098 -0.225
O -0.691 -0.743 -1.065
H -3.644 -0.376 -3.660
H -3.807 -2.106 -3.261
H -2.426 -1.163 -2.632
H -4.664 -2.643 -1.118
H -5.133 -1.273 -0.079
H -2.299 -2.360 -0.575
H -3.230 -2.393 0.944
H -4.028 0.689 0.921
H -3.148 -0.058 2.274
H -2.946 2.867 2.662
H -1.136 4.545 2.348
H 0.700 4.079 0.768
H 0.709 0.211 -1.311
H 2.141 0.313 -3.215
H 2.981 1.702 -2.476
H 4.246 -0.486 -2.417
H 3.738 1.352 -0.158
H 5.284 0.649 -0.641
H 4.039 -0.145 1.677
H 4.930 -1.318 0.672
H 2.896 -3.333 0.709
H 2.972 -2.302 2.151
H 0.506 -2.436 0.387
H 1.117 -4.016 2.930
H 0.940 -4.695 1.311
H -0.448 -3.965 2.117
H 0.922 -1.488 3.256
H -0.587 -1.406 2.346
H 0.808 -0.440 1.839
H 1.870 -1.656 -1.446
H 3.492 -2.367 -1.294
*
```

---

The lowest DFT total energy belongs to which entry? C37H41BrCoGeIN4O4S

---

Which of these has the highest DFT total energy? C10H24SSi

---

Which of these has the highest DFT total energy? C10H24SSi